[1]
Below is an isolated ion of composition C3H9N2O and charge +1 in a non-equilibrium geometry, with properties calculated with ωB97M-V/def2-TZVPD.

Bonds (Å) are listed after each position.
Positions of all 15 atoms, in Å:
1 C -1.292 1.254 1.301  N2 1.458, H7 1.089, H8 1.076, H9 1.151
2 N -0.298 1.333 0.236  C1 1.458, C3 1.327, H10 1.013
3 C 0.673 0.553 -0.224  N2 1.327, O4 1.227, C5 1.538
4 O 1.609 0.891 -0.942  C3 1.227
5 C 0.340 -0.937 -0.038  C3 1.538, N6 1.393, H11 1.058, H12 1.014
6 N 0.841 -1.548 -1.185  C5 1.393, H13 1.106, H14 1.077, H15 1.009
7 H -1.076 0.408 1.951  C1 1.089
8 H -1.345 2.170 1.862  C1 1.076
9 H -2.342 1.134 0.845  C1 1.151
10 H -0.359 2.240 -0.210  N2 1.013
11 H 0.850 -1.435 0.744  C5 1.058
12 H -0.658 -1.033 0.110  C5 1.014
13 H 1.906 -1.812 -1.044  N6 1.106
14 H 0.475 -2.463 -1.618  N6 1.077
15 H 0.675 -0.756 -1.788  N6 1.009

## Properties
HOMO level, eV: -14.18
SMILES string: CNC(=O)C[NH3+]
Charge: +1

---

[2]
Below is an isolated ion of composition C3H9N2O and charge +1 in a non-equilibrium geometry, with properties calculated with ωB97M-V/def2-TZVPD.

Bonds (Å) are listed after each position.
Positions of all 15 atoms, in Å:
1 C -0.401 2.138 0.574  N2 1.489, H7 1.122, H8 1.041, H9 1.051
2 N 0.501 1.412 -0.362  C1 1.489, C3 1.329, H10 0.985
3 C 0.196 0.192 -0.791  N2 1.329, O4 1.298, C5 1.543
4 O 0.341 -0.422 -1.925  C3 1.298
5 C -0.372 -0.900 0.141  C3 1.543, N6 1.470, H11 1.164, H12 1.122
6 N 0.436 -2.119 -0.010  C5 1.470, H13 1.080, H14 1.006, H15 1.034
7 H -0.924 1.363 1.193  C1 1.122
8 H 0.050 2.942 1.057  C1 1.041
9 H -1.189 2.642 0.095  C1 1.051
10 H 0.958 2.039 -0.968  N2 0.985
11 H -0.088 -0.600 1.230  C5 1.164
12 H -1.442 -1.147 -0.085  C5 1.122
13 H 0.700 -2.321 -1.037  N6 1.080
14 H 1.202 -2.184 0.639  N6 1.006
15 H 0.031 -3.035 0.250  N6 1.034

## Properties
HOMO level, eV: -14.39
SMILES string: CNC(=O)C[NH3+]
Charge: +1

---

[3]
Below is an isolated ion of composition C3H9N2O and charge +1 in a non-equilibrium geometry, with properties calculated with ωB97M-V/def2-TZVPD.

Bonds (Å) are listed after each position.
Positions of all 15 atoms, in Å:
1 N 1.387 -1.015 0.237  C2 1.338, H7 1.051, H8 1.076
2 C 0.343 -0.211 0.002  N1 1.338, C3 1.564, C5 1.517, N6 1.567
3 C -0.790 -0.848 -0.867  C2 1.564, O4 1.352, H9 1.059, H10 1.151
4 O -1.962 -0.181 -0.774  C3 1.352, H11 0.986
5 C -0.142 0.792 1.031  C2 1.517, N6 1.528, H12 1.172, H13 1.089
6 N 0.554 1.325 -0.220  C2 1.567, C5 1.528, H14 1.014, H15 1.018
7 H 2.118 -1.305 -0.460  N1 1.051
8 H 1.908 -0.656 1.108  N1 1.076
9 H -0.555 -0.843 -1.900  C3 1.059
10 H -1.081 -1.912 -0.538  C3 1.151
11 H -2.308 -0.540 0.076  O4 0.986
12 H 0.210 1.016 2.127  C5 1.172
13 H -1.227 0.834 1.111  C5 1.089
14 H 1.516 1.616 -0.080  N6 1.014
15 H 0.030 1.927 -0.852  N6 1.018

## Properties
HOMO level, eV: -14.91
SMILES string: N[C@@]1(CO)C[NH2+]1
Charge: +1

---

[4]
Below is a 3-piece molecular cluster, C3H9N2O overall in a non-equilibrium geometry, with properties calculated with ωB97M-V/def2-TZVPD.

Bonds (Å) are listed after each position.
Positions of all 15 atoms, in Å:
1 C -0.009 -1.915 3.660  O6 1.134
2 C 0.382 -1.225 -0.721  C3 1.481, H7 1.068, H8 1.098, H9 1.066
3 C -0.921 -0.947 -0.075  C2 1.481, N5 1.253, H10 1.144
4 N 0.906 2.283 -1.069  H11 1.010, H12 0.965, H15 1.024
5 N -1.474 0.170 -0.201  C3 1.253, H13 1.070, H14 1.057
6 O -0.370 -2.054 4.725  C1 1.134
7 H 0.485 -1.446 -1.761  C2 1.068
8 H 0.930 -0.318 -1.007  C2 1.098
9 H 1.033 -1.877 -0.185  C2 1.066
10 H -1.538 -1.829 0.313  C3 1.144
11 H 1.413 2.632 -0.268  N4 1.010
12 H 0.489 3.006 -1.555  N4 0.965
13 H -0.942 0.941 -0.718  N5 1.070
14 H -1.997 0.678 0.564  N5 1.057
15 H 1.612 1.900 -1.703  N4 1.024

## Properties
HOMO level, eV: -14.74
Charge: +1

---

[5]
Below is a 3-piece molecular cluster, C3H9N2O2 overall, with properties calculated with ωB97M-V/def2-TZVPD.

Bonds (Å) are listed after each position.
Positions of all 16 atoms, in Å:
1 C 1.092 -0.928 1.161  C2 1.338, N5 1.408, H6 1.073
2 C -0.028 -0.853 0.432  C1 1.338, N3 1.378, H7 1.075
3 N -0.730 0.279 0.784  C2 1.378, C4 1.409, H8 1.002
4 C 0.018 1.018 1.722  N3 1.409, N5 1.398, H9 1.073
5 N 1.130 0.214 1.984  C1 1.408, C4 1.398, H10 1.003
6 H 1.919 -1.612 1.167  C1 1.073
7 H -0.384 -1.550 -0.305  C2 1.075
8 H -1.416 0.676 0.171  N3 1.002
9 H -0.112 2.074 1.862  C4 1.073
10 H 1.938 0.466 2.521  N5 1.003
11 H -1.073 3.782 -1.685  O13 0.974
12 H -1.657 2.406 -1.904  O13 0.966
13 O -1.235 2.942 -1.220  H11 0.974, H12 0.966
14 H 0.875 -2.569 -2.297  O16 0.970
15 H -0.529 -3.226 -2.510  O16 0.961
16 O 0.192 -3.120 -1.884  H14 0.970, H15 0.961

## Properties
Spin multiplicity: 2
HOMO level (alpha / beta), eV: -4.01 / -7.88
Charge: 0

---

[6]
Below is a 2-piece molecular cluster, C3H9N2O2 overall in a non-equilibrium geometry, with properties calculated with ωB97M-V/def2-TZVPD.

Bonds (Å) are listed after each position.
Positions of all 16 atoms, in Å:
1 C -1.154 -0.501 0.612  N4 1.362, N5 1.358
2 C 2.138 1.000 -0.167  O7 1.414, H8 1.181, H9 1.016, H10 1.149
3 C 0.509 0.267 -1.625  O6 1.252, O7 1.304, H11 1.066
4 N -2.211 -1.355 0.530  C1 1.362, H12 1.088, H13 1.045
5 N -0.773 -0.251 1.891  C1 1.358, H14 1.010, H15 0.996
6 O -0.572 0.324 -2.255  C3 1.252, H16 0.960
7 O 1.097 1.294 -1.076  C2 1.414, C3 1.304
8 H 2.198 1.734 0.756  C2 1.181
9 H 3.054 1.066 -0.603  C2 1.016
10 H 2.133 -0.069 0.255  C2 1.149
11 H 0.848 -0.743 -1.660  C3 1.066
12 H -2.614 -1.726 -0.410  N4 1.088
13 H -2.626 -1.777 1.391  N4 1.045
14 H 0.190 0.050 1.928  N5 1.010
15 H -1.304 -0.533 2.684  N5 0.996
16 H -0.914 1.221 -2.253  O6 0.960

## Properties
HOMO level, eV: -12.68
Charge: +1

---

[7]
Below is a 2-piece molecular cluster, C3H9N2O2 overall in a non-equilibrium geometry, with properties calculated with ωB97M-V/def2-TZVPD.

Bonds (Å) are listed after each position.
Positions of all 16 atoms, in Å:
1 C -1.193 1.192 -0.315  C3 1.531, H8 1.068, H9 1.004, H10 1.038
2 C -1.836 -1.198 0.537  C3 1.513, H11 1.055, H12 1.082, H13 1.084
3 C -1.143 -0.328 -0.490  C1 1.531, C2 1.513, N5 1.430, H14 1.141
4 N 3.386 0.174 -0.344  O6 1.273, H15 1.131
5 N 0.231 -0.711 -0.592  C3 1.430, O7 1.232
6 O 3.682 0.535 0.840  N4 1.273, H16 0.994
7 O 1.112 0.147 -0.527  N5 1.232
8 H -0.815 1.457 0.647  C1 1.068
9 H -0.699 1.629 -1.071  C1 1.004
10 H -2.197 1.449 -0.365  C1 1.038
11 H -2.411 -2.006 0.177  C2 1.055
12 H -2.447 -0.622 1.219  C2 1.082
13 H -1.003 -1.588 1.110  C2 1.084
14 H -1.608 -0.582 -1.500  C3 1.141
15 H 3.783 -0.880 -0.447  N4 1.131
16 H 3.158 1.331 1.120  O6 0.994

## Properties
HOMO level (alpha / beta), eV: -14.64 / -13.65
Charge: +1

---

[8]
Below is an isolated ion of composition C3H9N2O2 and charge +1 in a non-equilibrium geometry, with properties calculated with ωB97M-V/def2-TZVPD.

Bonds (Å) are listed after each position.
Positions of all 16 atoms, in Å:
1 C -0.935 -1.195 0.370  N2 1.489, H8 1.045, H9 1.008, H10 1.127
2 N 0.023 -0.132 -0.040  C1 1.489, C3 1.482, O4 1.457, C5 1.553
3 C 0.923 0.393 1.014  N2 1.482, H11 1.048, H12 1.028, H13 1.067
4 O 0.770 -0.675 -1.166  N2 1.457, H14 1.030
5 C -0.796 1.092 -0.531  N2 1.553, N6 1.370, O7 1.207
6 N -0.213 1.810 -1.540  C5 1.370, H15 0.930, H16 0.997
7 O -1.810 1.343 0.074  C5 1.207
8 H -0.323 -1.869 0.881  C1 1.045
9 H -1.789 -0.888 0.811  C1 1.008
10 H -1.325 -1.788 -0.505  C1 1.127
11 H 1.885 0.132 0.692  C3 1.048
12 H 0.885 1.414 1.138  C3 1.028
13 H 0.840 -0.041 1.986  C3 1.067
14 H 0.925 -1.587 -0.713  O4 1.030
15 H 0.607 1.631 -1.940  N6 0.930
16 H -0.709 2.663 -1.683  N6 0.997

## Properties
HOMO level, eV: -15.69
SMILES string: C[N+](C)(O)C(N)=O
Charge: +1